1.
9
Properties=species:S:1:pos:R:3 method="wB97M-V/def2-TZVPD" e_above_lowest_kj_mol=362.8 homo_energy_ha=-0.360 lumo_ha=0.0321 smiles=Oc1ccon1 charge=0
O -0.328 1.483 -1.460
C -0.019 0.577 -0.522
N 1.234 0.349 -0.243
O 1.235 -0.771 0.597
C -0.018 -1.161 0.735
C -0.926 -0.324 0.172
H 0.504 1.889 -1.760
H -0.267 -1.992 1.380
H -1.415 -0.049 1.101

---

2.
9
Properties=species:S:1:pos:R:3 method="wB97M-V/def2-TZVPD" e_above_lowest_kj_mol=357.0 homo_energy_ha=-0.386 lumo_ha=0.0329 smiles=FC(F)(F)N1CO1 charge=0
C 1.083 0.545 0.625
C -0.897 -0.583 -0.527
N -0.152 -0.192 0.703
O -0.170 1.183 0.822
F -0.363 -0.190 -1.742
F -0.846 -1.854 -0.545
F -2.137 -0.125 -0.649
H 1.778 0.518 1.596
H 1.704 0.699 -0.283

---

3.
123
Properties=species:S:1:pos:R:3 method="wB97M-V/def2-TZVPD" homo_energy_ha=-0.355 lumo_ha=-0.0357 smiles="CCCCOc1ccc2c(c1S(C)(=O)=O)C(=O)c1cccc(Cl)c1C2=O.O=C1OC[C@@H](F)O1.O=C1OC[C@@H](F)O1.O=C1OC[C@@H](F)O1.O=C1OC[C@@H](F)O1.O=C1OC[C@@H](F)O1.O=C1OC[C@@H](F)O1.O=C1OC[C@@H](F)O1.O=C1OC[C@@H](F)O1" charge=0
C -3.453 -2.671 3.209
C -3.673 -4.197 3.028
C -2.395 -5.078 3.130
C -1.113 -4.490 2.529
O -1.006 -4.736 1.085
C 0.139 -4.084 0.661
C 1.321 -4.777 0.824
C 2.529 -4.232 0.464
C 2.510 -2.953 -0.065
C 1.336 -2.254 -0.232
C 0.100 -2.814 0.106
S -1.437 -1.930 -0.173
C -2.819 -3.077 -0.297
O -1.414 -1.260 -1.445
O -1.671 -1.048 0.942
C 1.484 -0.857 -0.797
O 0.735 0.064 -0.540
C 2.667 -0.593 -1.702
C 2.584 0.360 -2.674
C 3.687 0.636 -3.490
C 4.838 -0.082 -3.289
C 4.952 -1.053 -2.307
Cl 6.471 -1.870 -2.110
C 3.851 -1.303 -1.521
C 3.862 -2.342 -0.437
O 4.838 -2.711 0.184
H -3.612 -2.152 2.261
H -4.251 -2.303 3.870
H -2.512 -2.403 3.694
H -4.229 -4.456 2.118
H -4.325 -4.510 3.854
H -2.600 -5.992 2.552
H -2.174 -5.419 4.152
H -0.922 -3.437 2.773
H -0.275 -5.056 2.973
H 1.346 -5.785 1.231
H 3.452 -4.781 0.616
H -2.483 -3.851 -1.002
H -3.696 -2.558 -0.685
H -2.994 -3.600 0.641
H 1.631 0.905 -2.745
H 3.586 1.406 -4.246
H 5.695 0.147 -3.920
C -0.243 0.018 -6.670
C 1.147 0.594 -6.570
O 1.738 -0.213 -5.567
C 1.127 -1.434 -5.640
O 1.545 -2.422 -5.139
O -0.018 -1.361 -6.364
F 1.138 1.877 -6.138
H -0.924 0.449 -5.934
H -0.675 0.134 -7.662
H 1.725 0.531 -7.494
C -0.260 -6.608 8.414
C 0.505 -6.204 7.180
O -0.243 -6.807 6.140
C -1.535 -6.877 6.583
O -2.470 -7.078 5.886
O -1.601 -6.677 7.924
F 1.758 -6.721 7.179
H 0.043 -7.588 8.785
H -0.174 -5.883 9.220
H 0.558 -5.126 7.013
C 7.166 -2.702 -6.066
C 8.265 -2.561 -7.087
O 8.124 -1.217 -7.510
C 7.600 -0.532 -6.452
O 7.591 0.648 -6.353
O 7.093 -1.382 -5.522
F 8.066 -3.380 -8.149
H 6.208 -2.962 -6.520
H 7.399 -3.431 -5.294
H 9.271 -2.715 -6.693
C -8.697 -1.478 3.157
C -7.855 -1.856 1.965
O -6.852 -2.671 2.541
C -7.413 -3.258 3.643
O -6.956 -4.191 4.207
O -8.565 -2.630 3.994
F -7.271 -0.770 1.402
H -8.305 -0.602 3.677
H -9.738 -1.299 2.898
H -8.387 -2.421 1.197
C -0.027 3.322 -2.680
C 0.132 4.777 -2.327
O 0.261 5.387 -3.597
C -0.436 4.602 -4.473
O -0.758 4.941 -5.559
O -0.712 3.382 -3.936
F 1.270 4.997 -1.619
H 0.932 2.820 -2.808
H -0.615 2.776 -1.945
H -0.716 5.211 -1.794
C -2.963 1.629 1.654
C -4.160 2.118 2.425
O -3.579 2.589 3.629
C -2.313 2.994 3.314
O -1.639 3.680 4.009
O -1.934 2.519 2.107
F -5.015 1.106 2.715
H -2.694 0.604 1.905
H -3.097 1.702 0.577
H -4.710 2.930 1.944
C -1.723 6.944 4.609
C -1.656 8.327 5.203
O -1.573 9.154 4.056
C -2.217 8.488 3.051
O -2.570 8.985 2.036
O -2.406 7.184 3.375
F -0.537 8.496 5.949
H -0.735 6.531 4.403
H -2.273 6.243 5.231
H -2.531 8.610 5.792
C 3.215 7.406 -2.300
C 4.707 7.294 -2.120
O 5.199 8.306 -2.978
C 4.232 9.271 -3.035
O 4.405 10.369 -3.439
O 3.049 8.803 -2.558
F 5.171 6.092 -2.545
H 2.857 6.832 -3.156
H 2.661 7.102 -1.416
H 5.055 7.478 -1.102

---

4.
5
Properties=species:S:1:pos:R:3 method="wB97M-V/def2-TZVPD" e_above_lowest_kj_mol=146.3 homo_energy_ha=-0.424 lumo_ha=-0.0445 charge=0
C -2.295 0.176 0.172
N -3.363 -0.102 -0.091
P -0.124 0.916 -0.014
H -0.072 -0.172 0.856
H 0.141 0.140 -1.179